Record 1
This record from OMol25 describes a 2-piece molecular cluster, C3H5O4 overall in a non-equilibrium geometry. The level of theory is ωB97M-V/def2-TZVPD.

The HOMO energy (spin up / spin down) is -7.74 / -9.87 eV. As for the relative energy (zero: lowest compared OMol25 entry of this formula, charge and spin): 2.5075 eV. The expectation value of S² is 3.7683. The value obtained for the calculated total energy is -417.9720 a.u.

Structure (ORCA input):
```
! wB97M-V def2-TZVPD RIJCOSX def2/J DEFGRID3
* xyz 0 4
O -4.05 -0.21 1.04
O -3.57 0.87 0.37
H -3.51 -0.60 1.81
O -0.58 0.57 1.34
C 0.04 0.11 0.40
C 1.54 0.29 0.15
O 2.21 0.86 1.01
C 1.96 -0.24 -1.18
H -0.43 -0.60 -0.31
H 1.34 -1.03 -1.64
H 2.07 0.58 -1.89
H 2.98 -0.61 -1.09
*
```

---

Record 2
This record from OMol25 describes C32H45N7O5P2S3W as an isolated structure in a non-equilibrium geometry. The level of theory is ωB97M-V/def2-TZVPD.

The HOMO energy (spin up / spin down) is -7.08 / -7.65 eV. As for the relative energy (zero: lowest compared OMol25 entry of this formula, charge and spin): 2.2955 eV. The expectation value of S² is 2.0251. The value obtained for the calculated total energy is -3950.5005 a.u.

Structure (ORCA input):
```
! wB97M-V def2-TZVPD RIJCOSX def2/J DEFGRID3
* xyz 0 3
W -0.92 1.28 -0.18
C 1.16 0.94 2.00
C 0.73 -0.48 2.23
C 1.70 -1.40 2.60
C 1.33 -2.64 3.10
C -0.01 -2.87 3.34
C -1.01 -1.97 2.99
C -2.36 -2.23 3.62
C -0.64 -0.81 2.26
N -1.49 0.17 1.68
C -2.84 0.01 1.50
O -3.54 -0.98 1.49
C -3.44 1.37 1.25
C -4.71 1.81 1.54
C -5.00 3.15 1.30
C -4.02 4.00 0.79
C -2.80 3.47 0.48
N -2.56 2.19 0.70
C -1.53 4.19 0.12
O -1.49 5.40 0.04
N -0.46 3.32 0.09
C 0.76 3.88 0.61
C 1.89 4.11 -0.18
C 1.91 3.82 -1.65
C 3.03 4.64 0.42
C 3.06 4.95 1.77
C 1.93 4.74 2.54
C 0.77 4.21 1.97
C -0.45 4.03 2.84
H 2.25 1.02 2.02
H 0.75 1.59 2.77
H 0.91 1.42 1.05
H 2.74 -1.12 2.54
H 2.08 -3.37 3.37
H -0.31 -3.77 3.86
H -2.27 -3.10 4.27
H -3.17 -2.40 2.91
H -2.66 -1.38 4.24
H -5.44 1.13 1.97
H -5.98 3.54 1.53
H -4.19 5.06 0.62
H 0.99 4.12 -2.14
H 2.04 2.75 -1.84
H 2.75 4.33 -2.13
H 3.90 4.82 -0.20
H 3.96 5.36 2.21
H 1.94 4.98 3.59
H -0.17 4.06 3.89
H -0.95 3.09 2.64
H -1.17 4.84 2.67
S -2.13 0.90 -4.73
C -1.70 1.19 -3.18
S -2.78 1.28 -1.83
S -0.13 1.53 -2.57
C -1.13 -4.03 -3.14
N -1.46 -2.74 -2.55
C -2.80 -2.25 -2.88
P -0.75 -2.31 -1.15
O -1.26 -0.99 -0.73
O 0.83 -2.34 -1.46
P 1.84 -1.10 -1.40
O 1.30 0.03 -0.61
N 3.17 -1.72 -0.64
C 4.08 -0.80 0.04
C 3.84 -2.85 -1.26
N 2.19 -0.91 -2.98
C 1.22 -1.25 -4.03
C 3.07 0.22 -3.31
N -0.85 -3.46 0.01
C 0.08 -4.57 0.15
C -2.23 -3.79 0.41
H -1.84 -4.81 -2.83
H -0.12 -4.35 -2.86
H -1.16 -3.95 -4.22
H -2.86 -2.00 -3.94
H -3.02 -1.34 -2.32
H -3.55 -3.01 -2.65
H 3.54 0.05 0.45
H 4.87 -0.44 -0.63
H 4.57 -1.32 0.87
H 4.56 -2.53 -2.02
H 3.13 -3.53 -1.72
H 4.38 -3.41 -0.49
H 1.06 -2.32 -4.07
H 1.64 -0.94 -4.99
H 0.26 -0.73 -3.91
H 3.76 -0.08 -4.10
H 3.66 0.52 -2.44
H 2.50 1.09 -3.64
H 1.09 -4.27 -0.09
H -0.21 -5.43 -0.47
H 0.07 -4.89 1.19
H -2.85 -2.89 0.42
H -2.21 -4.18 1.42
H -2.67 -4.54 -0.25
*
```

---

Record 3
This record from OMol25 describes an isolated molecule of C5H4O2 in a non-equilibrium geometry. The level of theory is ωB97M-V/def2-TZVPD.

The HOMO energy is -7.87 eV. As for the relative energy (zero: lowest compared OMol25 entry of this formula, charge and spin): 4.4575 eV. The value obtained for the calculated total energy is -343.2285 a.u.

Structure (ORCA input):
```
! wB97M-V def2-TZVPD RIJCOSX def2/J DEFGRID3
* xyz 0 1
O -0.72 1.35 2.45
C -0.85 0.39 1.86
C -0.74 -0.82 0.48
C -0.61 -0.57 -0.85
C 0.44 0.28 -1.30
C 1.29 0.50 -0.26
O 0.94 0.05 0.91
H -1.42 -1.55 0.90
H -1.25 -1.14 -1.53
H 0.63 0.55 -2.33
H 2.28 0.95 -0.34
*
```

---

Record 4
This record from OMol25 describes a 10-piece molecular cluster, C13H33Br6N7O14 overall in a non-equilibrium geometry. The level of theory is ωB97M-V/def2-TZVPD.

The HOMO energy is -9.89 eV. As for the relative energy (zero: lowest compared OMol25 entry of this formula, charge and spin): 1.1003 eV. The value obtained for the calculated total energy is -17395.1704 a.u.

Structure (ORCA input):
```
! wB97M-V def2-TZVPD RIJCOSX def2/J DEFGRID3
* xyz 0 1
C -3.11 -6.69 -17.44
N -1.77 -6.72 -16.86
O -1.37 -7.71 -16.21
O -1.02 -5.81 -17.26
H -3.13 -6.77 -18.52
H -3.52 -5.74 -17.08
H -3.68 -7.54 -17.06
C -2.72 -11.17 -9.77
N -2.82 -10.92 -11.23
O -2.81 -11.87 -12.00
O -2.84 -9.76 -11.63
H -3.04 -12.19 -9.55
H -3.30 -10.36 -9.32
H -1.68 -11.15 -9.43
C -2.65 -16.84 -15.83
N -1.60 -17.60 -16.52
O -1.76 -18.85 -16.61
O -0.65 -16.93 -16.98
H -2.67 -16.95 -14.75
H -3.65 -17.01 -16.24
H -2.37 -15.81 -16.06
C 0.14 -13.35 -12.61
N 0.03 -14.05 -11.27
O -0.28 -13.34 -10.31
O 0.17 -15.24 -11.13
H 0.66 -12.42 -12.39
H -0.85 -13.18 -13.05
H 0.75 -13.98 -13.25
C 1.25 -14.92 -18.24
N 0.66 -13.87 -17.35
O 1.21 -13.56 -16.31
O -0.34 -13.31 -17.82
H 0.54 -15.51 -18.82
H 1.88 -15.54 -17.60
H 1.92 -14.33 -18.85
C -4.95 -13.70 -12.55
N -3.69 -14.59 -12.62
O -3.38 -15.12 -11.56
O -3.24 -14.88 -13.71
H -4.72 -12.78 -13.09
H -5.13 -13.48 -11.50
H -5.74 -14.26 -13.05
C -5.30 -10.80 -19.89
N -4.46 -10.94 -21.15
O -3.61 -11.77 -21.16
O -4.75 -10.22 -22.09
H -6.30 -10.62 -20.28
H -4.75 -10.08 -19.28
H -5.37 -11.81 -19.50
Br -4.02 -10.36 -16.42
C -2.95 -11.99 -15.85
C -3.47 -13.15 -16.68
Br -5.33 -13.70 -16.18
H -3.02 -12.11 -14.77
H -1.91 -11.71 -16.01
H -2.86 -14.05 -16.57
H -3.51 -12.79 -17.71
Br -2.68 -15.25 -19.25
C -1.69 -14.50 -20.76
C -2.36 -14.81 -22.12
Br -0.93 -14.77 -23.48
H -0.67 -14.85 -20.63
H -1.68 -13.41 -20.71
H -3.05 -14.00 -22.35
H -2.83 -15.79 -22.12
Br 2.81 -10.39 -14.68
C 0.96 -10.17 -15.43
C 1.03 -10.10 -16.97
Br 2.08 -8.57 -17.70
H 0.54 -9.30 -14.93
H 0.39 -11.03 -15.10
H 0.04 -10.01 -17.40
H 1.41 -11.05 -17.34
*
```